274
Properties=species:S:1:pos:R:3:mulliken_charge:R:1 method="wB97M-V/def2-TZVPD" e_tot_ev=-126961.418
C 5.220 2.045 -6.002 -1.507
C 4.406 3.268 -5.506 0.459
C 4.055 3.263 -4.044 -0.649
O 3.200 2.150 -3.808 0.000
C 2.614 2.136 -2.504 1.656
N 5.147 4.497 -5.746 -0.662
H 4.835 1.057 -5.757 0.261
H 6.276 2.016 -5.614 0.328
H 5.259 2.183 -7.066 0.418
H 3.467 3.320 -6.141 0.323
H 3.535 4.175 -3.845 0.309
H 4.978 3.206 -3.453 0.080
H 3.043 1.329 -1.907 -1.308
H 1.511 2.011 -2.480 -0.702
H 2.825 3.049 -1.938 0.648
H 4.984 4.812 -6.704 0.304
H 6.112 4.235 -5.677 0.296
C -1.222 -5.069 -0.982 -1.338
C -2.240 -3.921 -1.195 1.115
C -3.608 -4.338 -0.730 0.397
O -3.924 -5.394 -1.618 -0.397
C -5.080 -6.149 -1.205 -0.770
N -1.826 -2.729 -0.524 1.745
H -0.224 -4.666 -1.271 0.026
H -1.476 -5.922 -1.614 0.468
H -1.133 -5.379 0.061 0.177
H -2.348 -3.661 -2.266 -0.615
H -4.386 -3.512 -0.759 0.004
H -3.599 -4.642 0.353 -0.146
H -4.721 -7.018 -0.644 0.296
H -5.546 -6.575 -2.093 0.275
H -5.802 -5.582 -0.640 0.191
H -1.475 -2.877 0.422 -0.548
H -2.702 -2.134 -0.425 -0.800
C 0.692 7.018 2.028 -1.416
C -0.443 6.026 2.187 1.077
C -1.196 6.144 3.544 -0.998
O -0.439 5.797 4.652 -0.143
C -0.923 6.399 5.826 -0.937
N -1.395 6.347 1.066 -0.342
H 0.363 8.022 1.744 0.422
H 1.224 6.669 1.137 0.238
H 1.433 6.942 2.819 0.336
H -0.079 4.969 2.168 -0.419
H -2.128 5.592 3.453 0.268
H -1.548 7.202 3.670 0.428
H -0.945 7.462 5.776 0.413
H -0.191 6.147 6.648 0.224
H -1.912 6.030 6.129 0.328
H -2.193 5.747 0.976 0.238
H -1.745 7.285 1.259 0.308
C 6.824 0.574 4.016 -1.480
C 7.080 -0.188 2.740 0.822
C 8.225 -1.195 2.933 -1.003
O 9.468 -0.773 3.411 -0.410
C 10.360 -0.366 2.394 -0.691
N 5.987 -0.976 2.257 0.230
H 5.977 1.174 3.788 0.155
H 7.683 1.120 4.424 0.342
H 6.450 -0.142 4.777 0.318
H 7.380 0.565 1.989 0.288
H 8.332 -1.640 1.951 0.476
H 7.880 -1.848 3.711 0.390
H 9.896 0.303 1.628 0.267
H 10.839 -1.169 1.800 0.276
H 11.113 0.232 2.944 0.286
H 5.719 -1.494 3.068 0.161
H 5.204 -0.400 2.018 -0.503
C -2.843 3.057 1.950 -1.488
C -3.375 1.660 2.445 1.271
C -4.763 1.785 3.109 -1.314
O -5.030 0.591 3.897 0.134
C -6.117 0.786 4.814 -0.973
N -3.351 0.593 1.399 0.980
H -3.141 3.839 2.657 0.237
H -3.328 3.417 1.072 0.465
H -1.761 3.100 1.808 0.301
H -2.634 1.360 3.163 -0.247
H -5.548 1.893 2.303 0.320
H -4.868 2.690 3.790 0.489
H -5.861 1.347 5.728 0.246
H -6.426 -0.212 5.177 0.211
H -7.026 1.219 4.364 0.372
H -3.788 -0.267 1.698 -0.743
H -3.885 0.883 0.572 0.000
C -2.930 -2.314 5.126 -1.030
C -1.922 -2.918 4.125 0.882
C -2.174 -4.420 3.962 -0.396
O -2.715 -5.030 5.117 -0.456
C -1.913 -5.140 6.240 -0.677
N -2.008 -2.271 2.769 1.705
H -3.178 -1.283 4.802 -0.096
H -2.567 -2.308 6.163 0.493
H -3.919 -2.837 5.090 0.126
H -0.930 -2.748 4.584 0.096
H -1.211 -4.944 3.732 0.178
H -2.896 -4.646 3.164 -0.202
H -1.933 -4.227 6.841 0.259
H -0.866 -5.412 5.967 0.277
H -2.403 -5.878 6.829 0.276
H -1.508 -1.396 2.761 -0.398
H -2.998 -2.223 2.469 -0.576
C 4.541 -3.973 -3.322 -1.267
C 3.799 -4.617 -2.183 2.421
C 2.879 -5.773 -2.711 -1.230
O 1.939 -5.340 -3.697 -0.114
C 1.022 -6.343 -4.142 -0.717
N 4.646 -5.097 -1.160 -0.694
H 5.202 -4.734 -3.813 0.478
H 5.101 -3.136 -2.968 0.180
H 3.816 -3.674 -4.051 0.138
H 3.156 -3.860 -1.743 -1.110
H 2.267 -6.180 -1.930 0.466
H 3.602 -6.488 -3.223 0.322
H 1.643 -7.215 -4.348 0.429
H 0.702 -5.872 -5.071 0.172
H 0.177 -6.516 -3.438 0.115
H 4.723 -4.383 -0.425 0.201
H 5.536 -5.434 -1.476 0.294
C 1.845 -4.463 1.946 -1.541
C 2.261 -3.032 1.749 1.994
C 2.278 -2.183 2.995 1.790
O 3.178 -2.722 3.901 -0.626
C 3.277 -2.002 5.117 -0.635
N 3.599 -2.996 1.054 0.688
H 0.880 -4.359 2.446 -0.079
H 2.512 -5.183 2.458 0.233
H 1.631 -4.768 0.953 0.519
H 1.545 -2.502 1.083 -1.367
H 1.267 -2.094 3.432 -0.435
H 2.644 -1.177 2.763 -0.766
H 2.330 -1.790 5.626 0.262
H 3.792 -1.057 4.927 0.037
H 3.972 -2.521 5.726 0.410
H 3.826 -1.986 0.904 -1.274
H 4.214 -3.416 1.694 0.489
C 1.774 -1.637 -4.590 -1.455
C 0.604 -1.404 -3.610 0.992
C -0.583 -2.155 -4.221 0.343
O -1.037 -1.655 -5.417 -0.206
C -1.879 -2.598 -6.115 -0.671
N 1.059 -2.078 -2.365 1.881
H 1.630 -1.176 -5.611 0.223
H 1.981 -2.696 -4.805 0.203
H 2.694 -1.243 -4.169 0.538
H 0.300 -0.376 -3.470 -0.675
H -1.441 -2.282 -3.375 -0.726
H -0.232 -3.245 -4.256 0.102
H -2.861 -2.650 -5.713 0.165
H -1.455 -3.616 -5.917 0.375
H -1.925 -2.316 -7.177 0.151
H 0.254 -2.402 -1.884 -0.538
H 1.583 -2.896 -2.677 -0.933
C 1.510 1.417 4.490 0.214
C 0.711 1.928 5.743 0.295
C -0.799 1.799 5.535 -0.074
O -1.391 2.475 6.621 -0.420
C -2.579 2.004 7.158 -0.712
N 1.089 1.224 6.997 -0.747
H 1.318 0.431 4.211 -0.190
H 2.601 1.628 4.683 0.052
H 1.205 2.008 3.578 -0.375
H 0.912 3.025 5.933 0.218
H -1.082 0.754 5.395 0.162
H -1.014 2.365 4.653 -0.057
H -2.605 2.316 8.167 0.376
H -2.545 0.902 7.193 0.282
H -3.484 2.305 6.559 0.171
H 0.333 1.360 7.656 0.275
H 1.810 1.752 7.463 0.277
C -1.648 0.689 -8.939 -1.588
C -2.150 0.848 -7.536 2.440
C -1.887 2.240 -7.058 -0.228
O -0.522 2.378 -6.787 -0.457
C -0.098 1.788 -5.611 1.243
N -3.558 0.487 -7.605 -0.706
H -0.683 1.153 -9.154 0.345
H -2.389 1.198 -9.559 0.462
H -1.637 -0.373 -9.228 0.300
H -1.671 0.145 -6.816 -1.194
H -2.514 2.464 -6.171 -0.376
H -2.090 3.026 -7.784 0.290
H -0.595 2.259 -4.667 -0.303
H 1.014 1.951 -5.537 -0.309
H -0.298 0.714 -5.458 -0.375
H -4.071 0.799 -8.464 0.300
H -4.095 0.925 -6.864 0.214
C -3.816 4.177 -2.135 -1.290
C -3.646 3.378 -3.422 1.812
C -4.117 1.913 -3.427 -1.161
O -3.693 1.180 -2.311 0.002
C -2.445 0.635 -2.516 0.393
N -4.433 3.950 -4.479 -0.592
H -3.311 3.715 -1.281 -0.116
H -4.877 4.334 -1.861 0.312
H -3.308 5.144 -2.193 0.371
H -2.596 3.381 -3.733 -0.664
H -3.783 1.416 -4.370 0.099
H -5.196 1.837 -3.403 0.638
H -2.314 -0.140 -1.721 -0.573
H -1.613 1.387 -2.366 -0.346
H -2.253 0.157 -3.515 0.274
H -4.175 4.909 -4.723 0.290
H -5.423 3.962 -4.237 0.285
C 5.426 2.117 0.217 -0.678
C 4.480 2.433 1.337 0.803
C 3.780 3.799 1.165 -0.633
O 2.970 4.079 2.252 0.368
C 3.650 4.282 3.478 -0.638
N 3.703 1.291 1.724 3.097
H 6.281 2.797 0.193 0.712
H 5.026 2.153 -0.818 -0.245
H 5.956 1.162 0.241 -0.391
H 5.240 2.555 2.165 0.031
H 3.041 3.713 0.373 -0.709
H 4.514 4.623 0.940 0.398
H 4.337 5.116 3.428 0.384
H 4.098 3.399 3.861 0.078
H 2.935 4.548 4.283 0.052
H 3.182 0.915 0.953 -1.246
H 3.033 1.627 2.434 -1.328
C -6.154 -3.952 3.458 -1.362
C -5.861 -3.429 2.038 0.824
C -7.171 -3.208 1.288 -0.575
O -7.900 -2.237 1.980 -0.321
C -8.906 -1.661 1.142 -0.739
N -5.001 -2.242 1.992 0.654
H -6.470 -3.114 4.115 0.215
H -5.250 -4.478 3.844 0.262
H -6.950 -4.748 3.463 0.434
H -5.356 -4.202 1.443 -0.579
H -7.691 -4.169 1.328 0.588
H -7.018 -2.899 0.225 -0.040
H -8.397 -1.151 0.316 0.218
H -9.534 -0.903 1.615 0.271
H -9.531 -2.538 0.796 0.297
H -5.209 -1.718 1.148 -0.122
H -5.166 -1.541 2.691 -0.406
C 0.179 4.734 -2.985 0.247
C 0.093 5.777 -1.871 -0.083
O -1.251 6.126 -1.769 -0.518
H -0.265 3.782 -2.699 -0.588
H 1.215 4.405 -3.088 -0.229
H -0.143 5.041 -3.961 0.643
H 0.728 6.646 -2.171 0.225
H 0.473 5.417 -0.927 -0.152
H -1.459 6.453 -0.862 0.530
C 6.579 -1.064 -0.935 -1.676
C 5.128 -0.825 -1.387 3.388
O 5.116 -0.201 -2.670 -0.685
H 7.087 -0.179 -1.068 0.610
H 7.023 -1.788 -1.667 0.386
H 6.545 -1.435 0.072 0.070
H 4.592 -0.182 -0.662 -1.656
H 4.617 -1.788 -1.311 -0.679
H 4.484 0.532 -2.611 -0.117
C -4.976 -1.912 -3.418 -0.485
C -5.938 -1.587 -2.317 -0.791
O -5.330 -1.026 -1.170 -0.241
H -4.211 -1.129 -3.447 -0.167
H -5.497 -2.046 -4.365 0.584
H -4.398 -2.822 -3.198 0.090
H -6.517 -2.432 -2.002 0.448
H -6.666 -0.941 -2.733 0.501
H -4.779 -0.244 -1.343 -0.014
C 0.240 1.504 0.467 -0.117
C 0.759 0.051 0.592 1.751
O 1.865 -0.344 -0.235 2.215
H 1.040 2.245 0.510 -0.508
H -0.429 1.607 1.329 -0.404
H -0.302 1.670 -0.469 -0.183
H -0.096 -0.604 0.598 0.132
H 1.145 0.001 1.633 -1.147
H 1.568 -0.770 -1.063 -1.154

119
Properties=species:S:1:pos:R:3:mulliken_charge:R:1 method="wB97M-V/def2-TZVPD" e_tot_ev=-165020.179
Pb 0.546 0.021 -0.238 1.553
C 1.508 2.559 7.073 -0.380
C 0.296 3.009 6.567 -0.827
C -0.056 2.736 5.252 -0.008
C 0.798 2.011 4.425 -0.502
C 2.016 1.571 4.941 -0.100
C 2.367 1.837 6.257 -0.935
C 0.431 1.669 3.015 0.815
C -0.600 0.682 2.817 0.860
C -1.529 0.226 3.859 -1.514
C -2.403 -0.606 3.271 -1.505
C -1.998 -0.733 1.873 0.195
C -2.574 -1.537 0.956 0.205
C -3.827 -2.254 1.319 0.030
C -3.829 -3.612 1.630 0.378
C -5.009 -4.243 1.996 -1.076
C -6.200 -3.530 2.045 -0.429
C -6.206 -2.180 1.728 -0.843
C -5.025 -1.544 1.372 -0.219
C -1.956 -1.796 -0.407 0.922
N -1.563 -0.627 -1.101 -0.946
C -1.704 -0.908 -2.445 0.294
C -1.126 -0.062 -3.498 0.852
C -1.386 -0.510 -4.899 -0.507
C -2.593 -0.245 -5.539 0.166
C -2.836 -0.744 -6.811 -0.792
C -1.881 -1.521 -7.451 -0.375
C -0.674 -1.789 -6.818 -0.884
C -0.426 -1.279 -5.551 0.165
C -0.297 1.001 -3.310 -0.057
C 0.186 1.881 -4.367 -1.545
C 0.968 2.807 -3.785 -1.264
C 0.997 2.511 -2.350 0.711
N 0.252 1.439 -2.105 0.046
C 1.742 3.254 -1.374 1.419
C 1.659 3.079 -0.002 0.276
C 2.298 3.959 0.992 -1.412
C 1.948 3.513 2.204 -1.338
C 1.076 2.345 2.002 0.272
N 0.949 2.126 0.658 0.012
C 2.653 4.329 -1.877 -0.477
C 4.034 4.200 -1.745 -0.144
C 4.890 5.181 -2.228 -0.852
C 4.376 6.312 -2.847 -0.455
C 3.000 6.459 -2.970 -0.770
C 2.147 5.475 -2.491 -0.153
C -2.381 -2.057 -2.705 -1.706
C -2.692 -2.725 -1.404 -0.230
N -0.872 0.075 1.675 0.186
H 1.778 2.767 8.100 0.398
H -0.380 3.572 7.198 0.390
H -1.001 3.092 4.857 0.522
H 2.683 1.000 4.305 0.551
H 3.309 1.474 6.648 0.405
H -1.488 0.524 4.894 0.553
H -3.237 -1.121 3.723 0.571
H -2.908 -4.178 1.588 0.569
H -4.998 -5.297 2.245 0.437
H -7.119 -4.023 2.337 0.383
H -7.131 -1.617 1.759 0.401
H -5.022 -0.489 1.125 0.516
H -3.345 0.342 -5.025 0.479
H -3.781 -0.534 -7.298 0.397
H -2.077 -1.919 -8.438 0.381
H 0.070 -2.406 -7.304 0.400
H 0.506 -1.503 -5.045 0.479
H -0.074 1.796 -5.411 0.518
H 1.487 3.621 -4.266 0.546
H 2.908 4.816 0.756 0.510
H 2.209 3.926 3.165 0.504
H 4.438 3.322 -1.254 0.479
H 5.961 5.060 -2.128 0.410
H 5.040 7.076 -3.229 0.381
H 2.590 7.343 -3.443 0.384
H 1.074 5.596 -2.580 0.508
H -2.686 -2.444 -3.665 0.603
H -3.755 -2.869 -1.214 0.871
Br -0.352 -7.126 -1.148 -0.174
C 0.604 -5.634 -1.832 0.187
C 1.655 -5.934 -2.688 -0.612
C 2.398 -4.918 -3.264 -0.880
C 2.065 -3.597 -3.005 -0.863
C 1.009 -3.309 -2.159 0.473
C 0.280 -4.314 -1.534 -0.376
C -0.865 -3.896 -0.616 0.721
O -2.090 -4.028 -1.237 -0.508
O -0.731 -2.612 -0.159 0.671
H 1.879 -6.969 -2.907 0.431
H 3.225 -5.163 -3.918 0.415
H 2.621 -2.787 -3.461 0.537
H 0.740 -2.282 -1.963 -0.248
N 5.764 -3.254 2.451 -0.500
C 5.456 -2.550 1.596 -0.093
C 5.074 -1.649 0.542 0.079
C 5.809 -1.563 -0.636 -0.432
C 5.401 -0.667 -1.605 -1.020
C 4.285 0.119 -1.355 -0.209
N 3.571 0.033 -0.234 0.016
C 3.952 -0.838 0.691 -0.050
H 6.680 -2.190 -0.774 0.482
H 5.934 -0.577 -2.542 0.468
H 3.940 0.850 -2.081 0.533
H 3.334 -0.912 1.580 0.538
O -0.938 -4.739 0.566 -0.150
C 0.070 -4.606 1.450 0.379
O 1.134 -4.101 1.229 -0.626
C -0.335 -5.120 2.792 0.340
C -0.938 -6.358 2.969 -0.086
C -1.270 -6.786 4.248 -0.811
C -1.044 -5.966 5.341 -0.615
C -0.464 -4.727 5.134 -0.303
C -0.089 -4.294 3.879 -0.323
N -0.248 -3.833 6.287 1.073
O 0.169 -2.715 6.063 -0.599
O -0.509 -4.267 7.391 -0.632
H -1.137 -6.985 2.109 0.459
H -1.715 -7.761 4.393 0.424
H -1.317 -6.266 6.343 0.522
H 0.380 -3.328 3.750 0.707